[1]
{
  "formula": "C18H36FHfO6",
  "method": "ωB97M-V/def2-TZVPD",
  "e_homo_ev": -17.036,
  "de_lowest_kcal_mol": 119.1,
  "lumo_energy_ev": -15.0,
  "gap_ev": 2.00,
  "charge": 3,
  "elements": ["Hf", "F", "C", "C", "O", "C", "H", "H", "H", "H", "H", "H", "C", "C", "O", "C", "H", "H", "H", "H", "H", "H", "C", "C", "O", "C", "H", "H", "H", "H", "H", "H", "C", "C", "O", "C", "H", "H", "H", "H", "H", "H", "C", "C", "O", "C", "H", "H", "H", "H", "H", "H", "C", "C", "O", "C", "H", "H", "H", "H", "H", "H"],
  "coordinates": [[0.271, -1.803, -2.548], [0.189, -0.073, -0.991], [-2.874, 0.395, 1.358], [-2.500, 0.897, 2.772], [-3.247, 1.661, 3.339], [-1.281, 0.287, 3.455], [-3.538, 1.171, 0.978], [-3.523, -0.480, 1.385], [-1.983, 0.276, 0.741], [-1.218, -0.776, 3.222], [-1.467, 0.335, 4.528], [-0.377, 0.880, 3.313], [3.251, 1.185, -1.031], [3.429, 0.246, -2.212], [2.475, -0.355, -2.688], [4.785, 0.021, -2.907], [2.216, 1.521, -0.967], [3.982, 1.990, -1.112], [3.570, 0.569, -0.190], [5.272, -0.855, -2.479], [5.482, 0.816, -2.641], [4.738, 0.075, -3.995], [3.890, -3.450, 1.382], [2.801, -2.621, 2.039], [2.411, -2.893, 3.166], [2.245, -1.428, 1.332], [3.491, -4.128, 0.627], [4.495, -4.031, 2.078], [4.551, -2.804, 0.804], [1.225, -1.367, 1.711], [2.459, -1.365, 0.265], [2.715, -0.539, 1.753], [-2.620, -4.580, -0.591], [-1.511, -3.578, -0.112], [-1.097, -2.651, -0.831], [-0.825, -3.973, 1.156], [-2.521, -5.496, -0.008], [-2.391, -5.036, -1.554], [-3.651, -4.245, -0.484], [-1.532, -3.868, 1.979], [0.040, -3.315, 1.235], [-0.580, -5.029, 1.039], [-1.748, 4.091, 1.253], [-0.241, 4.013, 1.605], [0.177, 4.496, 2.671], [0.617, 3.141, 0.818], [-2.254, 3.148, 1.044], [-1.901, 4.867, 0.503], [-2.250, 4.552, 2.104], [0.126, 2.266, 0.394], [1.506, 2.815, 1.360], [0.959, 3.788, 0.010], [-3.702, 1.553, -3.545], [-2.950, 2.447, -2.601], [-3.597, 3.202, -1.834], [-1.391, 2.490, -2.700], [-4.179, 2.070, -4.378], [-4.394, 0.988, -2.919], [-2.887, 0.923, -3.901], [-0.959, 3.218, -2.013], [-1.180, 2.850, -3.707], [-1.000, 1.497, -2.478]]
}


[2]
{
  "formula": "C18H29NO6",
  "method": "ωB97M-V/def2-TZVPD",
  "e_homo_ev": -7.924,
  "de_lowest_kcal_mol": 0.0,
  "lumo_energy_ev": 0.4,
  "smiles": "c1cc[nH]c1.O=C1CCCO1.O=C1CCCO1.CC(C)=O.CC(C)=O",
  "gap_ev": 8.33,
  "charge": 0,
  "elements": ["C", "C", "C", "N", "C", "H", "H", "H", "H", "H", "O", "C", "C", "C", "C", "O", "H", "H", "H", "H", "H", "H", "O", "C", "C", "C", "C", "O", "H", "H", "H", "H", "H", "H", "C", "C", "C", "O", "H", "H", "H", "H", "H", "H", "C", "C", "C", "O", "H", "H", "H", "H", "H", "H"],
  "coordinates": [[2.629, 1.054, 1.768], [1.761, -0.075, 1.788], [0.486, 0.389, 1.663], [0.528, 1.760, 1.648], [1.832, 2.163, 1.688], [3.703, 1.049, 1.832], [2.020, -1.119, 1.852], [-0.461, -0.113, 1.549], [-0.285, 2.332, 1.479], [2.027, 3.221, 1.607], [-5.817, -1.364, 2.306], [-4.782, -1.423, 1.709], [-3.801, -2.585, 1.660], [-2.653, -2.041, 0.817], [-3.278, -0.826, 0.097], [-4.348, -0.400, 0.921], [-3.558, -2.816, 2.693], [-4.265, -3.423, 1.145], [-1.784, -1.740, 1.406], [-2.247, -2.762, 0.105], [-2.568, -0.003, 0.049], [-3.623, -1.088, -0.902], [2.433, -3.142, 0.526], [1.826, -3.609, -0.385], [0.565, -3.054, -1.035], [0.109, -4.186, -1.945], [1.422, -4.958, -2.177], [2.209, -4.759, -1.000], [-0.142, -2.869, -0.227], [0.776, -2.121, -1.552], [-0.642, -4.832, -1.490], [-0.296, -3.914, -2.922], [1.224, -6.009, -2.378], [1.974, -4.552, -3.029], [-3.543, 2.702, 2.387], [-3.123, 3.089, 0.980], [-4.127, 3.759, 0.084], [-2.022, 2.796, 0.572], [-4.225, 3.404, 2.858], [-2.619, 2.690, 2.966], [-3.921, 1.683, 2.298], [-5.140, 3.438, 0.327], [-3.922, 3.546, -0.963], [-4.050, 4.838, 0.237], [4.280, 2.451, -1.573], [5.626, 2.082, -2.169], [6.311, 3.047, -3.135], [6.151, 1.031, -1.882], [4.348, 2.038, -0.563], [3.480, 1.937, -2.102], [4.063, 3.512, -1.486], [5.743, 3.967, -3.254], [6.410, 2.498, -4.071], [7.305, 3.308, -2.776]]
}


[3]
{
  "formula": "C20H42BClO24PS5",
  "method": "ωB97M-V/def2-TZVPD",
  "e_homo_ev": -4.762,
  "lumo_energy_ev": 1.7,
  "gap_ev": 6.49,
  "charge": -1,
  "elements": ["C", "C", "C", "O", "C", "B", "O", "C", "C", "C", "C", "C", "C", "P", "O", "Cl", "O", "H", "H", "H", "H", "H", "H", "H", "H", "H", "H", "H", "H", "H", "H", "H", "H", "H", "H", "H", "H", "H", "H", "C", "C", "O", "S", "O", "O", "O", "H", "H", "H", "H", "C", "C", "O", "S", "O", "O", "O", "H", "H", "H", "H", "C", "C", "O", "S", "O", "O", "O", "H", "H", "H", "H", "C", "C", "O", "S", "O", "O", "O", "H", "H", "H", "H", "C", "C", "O", "S", "O", "O", "O", "H", "H", "H", "H"],
  "coordinates": [[5.454, -0.386, 1.179], [5.411, -0.454, -0.388], [4.750, -1.789, -0.772], [4.408, -1.952, -2.128], [3.670, -0.852, -2.684], [2.263, -0.482, -1.968], [0.971, -0.741, -2.674], [0.110, 0.208, -2.069], [-1.360, -0.180, -1.832], [-1.650, -1.404, -0.898], [-0.426, -1.970, -0.157], [-2.646, -0.918, 0.205], [0.905, 1.008, -0.976], [0.655, 2.831, -0.884], [1.592, 3.253, 0.401], [-1.323, 3.211, -0.189], [2.218, 0.960, -1.544], [6.471, -0.419, 1.580], [4.915, 0.513, 1.502], [4.887, -1.219, 1.619], [4.855, 0.431, -0.703], [6.440, -0.395, -0.766], [5.497, -2.575, -0.558], [3.920, -2.003, -0.082], [4.275, 0.069, -2.784], [3.439, -1.144, -3.724], [2.105, -1.068, -0.893], [0.020, 0.968, -2.884], [-1.905, 0.680, -1.427], [-1.791, -0.399, -2.822], [-2.102, -2.234, -1.457], [0.267, -2.428, -0.867], [-0.796, -2.800, 0.469], [0.054, -1.266, 0.524], [-2.535, -1.607, 1.050], [-3.687, -0.910, -0.136], [-2.288, 0.067, 0.529], [1.052, 0.576, 0.028], [1.944, 4.141, 0.245], [-7.238, -1.015, 1.438], [-7.544, -0.646, 2.873], [-6.872, -1.639, 3.652], [-5.522, -2.095, 2.890], [-4.415, -1.373, 3.405], [-5.532, -3.508, 2.786], [-5.883, -1.465, 1.455], [-7.868, -1.841, 1.098], [-7.348, -0.173, 0.760], [-8.610, -0.651, 3.087], [-7.126, 0.330, 3.131], [2.264, 4.582, -5.022], [3.719, 4.360, -4.692], [4.068, 5.465, -3.844], [2.788, 5.891, -2.977], [2.877, 5.273, -1.702], [2.596, 7.288, -3.132], [1.681, 5.099, -3.815], [2.140, 5.334, -5.806], [1.774, 3.664, -5.319], [4.351, 4.336, -5.575], [3.858, 3.439, -4.121], [0.388, 0.800, 3.895], [-0.513, 1.944, 3.484], [-1.785, 1.329, 3.243], [-1.977, 0.081, 4.228], [-2.748, 0.499, 5.348], [-2.318, -1.048, 3.454], [-0.444, -0.052, 4.699], [0.727, 0.228, 3.029], [1.250, 1.136, 4.466], [-0.160, 2.455, 2.591], [-0.633, 2.667, 4.294], [-2.285, -3.274, 6.117], [-2.474, -2.798, 7.538], [-1.821, -3.793, 8.340], [-0.567, -4.388, 7.530], [0.609, -3.726, 7.963], [-0.675, -5.802, 7.524], [-0.960, -3.824, 6.084], [-2.991, -4.069, 5.867], [-2.384, -2.467, 5.397], [-3.521, -2.709, 7.813], [-1.973, -1.842, 7.706], [0.588, -0.916, -7.104], [0.111, -0.337, -5.791], [1.096, 0.642, -5.459], [1.681, 1.291, -6.783], [1.002, 2.519, -7.022], [3.095, 1.205, -6.735], [1.127, 0.204, -7.827], [1.391, -1.640, -6.950], [-0.216, -1.382, -7.669], [0.036, -1.081, -5.002], [-0.851, 0.172, -5.905]]
}


[4]
{
  "formula": "C27H30I2NO2SSi2W",
  "method": "ωB97M-V/def2-TZVPD",
  "e_homo_ev": [-10.705, -11.388],
  "s_squared": 2.01,
  "lumo_energy_ev": [-3.9, -3.8],
  "multiplicity": 3,
  "gap_ev": [6.80, 7.55],
  "charge": 1,
  "elements": ["W", "I", "C", "I", "H", "H", "O", "N", "C", "C", "C", "C", "C", "S", "H", "H", "H", "H", "O", "Si", "C", "C", "C", "C", "C", "C", "C", "C", "C", "C", "C", "C", "C", "C", "C", "C", "C", "C", "H", "H", "H", "H", "H", "H", "H", "H", "H", "H", "H", "H", "H", "H", "H", "C", "Si", "C", "C", "H", "H", "H", "H", "H", "H", "H", "H", "H"],
  "coordinates": [[-1.419, -0.867, 1.017], [-3.268, -1.981, 2.737], [-3.239, -4.269, -0.059], [-1.308, -3.653, -0.008], [-3.625, -4.568, -1.018], [-3.764, -4.331, 0.879], [-0.181, -0.925, 2.656], [-0.145, 0.048, 3.577], [0.592, -0.178, 4.683], [0.677, 0.796, 5.640], [-0.004, 1.999, 5.445], [-0.744, 2.193, 4.301], [-0.810, 1.184, 3.341], [-1.713, 1.292, 1.856], [1.066, -1.146, 4.716], [1.262, 0.613, 6.528], [0.046, 2.776, 6.195], [-1.287, 3.111, 4.122], [-0.243, -0.678, -0.355], [1.271, -0.157, -0.998], [1.449, -1.043, -2.611], [2.602, -0.812, -3.369], [2.794, -1.449, -4.585], [1.835, -2.333, -5.061], [0.686, -2.574, -4.324], [0.496, -1.932, -3.107], [2.495, -0.637, 0.309], [2.453, -1.918, 0.869], [3.362, -2.308, 1.838], [4.343, -1.418, 2.260], [4.411, -0.148, 1.709], [3.493, 0.239, 0.740], [1.096, 1.675, -1.190], [1.067, 2.510, -0.068], [0.823, 3.868, -0.197], [0.603, 4.414, -1.455], [0.630, 3.603, -2.580], [0.872, 2.243, -2.447], [3.364, -0.127, -3.010], [3.691, -1.259, -5.160], [1.984, -2.832, -6.010], [-0.064, -3.259, -4.697], [-0.412, -2.120, -2.549], [1.705, -2.632, 0.538], [3.317, -3.306, 2.255], [5.062, -1.723, 3.010], [5.182, 0.541, 2.027], [3.562, 1.235, 0.317], [1.243, 2.096, 0.920], [0.807, 4.504, 0.679], [0.414, 5.475, -1.558], [0.462, 4.029, -3.561], [0.884, 1.616, -3.332], [-5.111, -0.077, 0.273], [-3.399, 0.120, -0.431], [-3.206, -0.861, -2.024], [-3.084, 1.916, -0.867], [-5.830, 0.375, -0.416], [-5.202, 0.420, 1.239], [-5.374, -1.126, 0.411], [-3.998, -0.516, -2.696], [-3.324, -1.939, -1.901], [-2.248, -0.662, -2.505], [-3.709, 2.169, -1.728], [-2.043, 2.097, -1.146], [-3.348, 2.605, -0.064]]
}


[5]
{
  "formula": "C2H3NO2S",
  "method": "ωB97M-V/def2-TZVPD",
  "e_homo_ev": -8.880,
  "de_lowest_kcal_mol": 140.1,
  "lumo_energy_ev": 0.5,
  "gap_ev": 9.42,
  "charge": 0,
  "elements": ["C", "C", "N", "O", "O", "S", "H", "H", "H"],
  "coordinates": [[1.884, 1.121, 0.778], [-0.148, -1.323, -0.426], [1.432, 1.521, -0.175], [-0.955, -0.735, 0.753], [-1.577, 0.637, -1.243], [-1.729, -0.859, -0.585], [2.240, 0.940, 1.801], [-0.341, -2.427, -0.075], [-0.806, 1.127, -0.828]]
}


[6]
{
  "formula": "CHF3N2O3",
  "method": "ωB97M-V/def2-TZVPD",
  "e_homo_ev": -11.688,
  "de_lowest_kcal_mol": 46.3,
  "lumo_energy_ev": -0.2,
  "smiles": "[O-]/[N+](=N\\C(F)(F)F)OO",
  "gap_ev": 11.52,
  "charge": 0,
  "elements": ["O", "N", "N", "C", "F", "F", "F", "O", "O", "H"],
  "coordinates": [[1.566, 1.560, 0.148], [1.496, 0.438, -0.182], [2.300, -0.504, -0.128], [3.689, -0.208, -0.039], [4.449, -1.266, -0.352], [4.083, 0.779, -0.785], [4.196, 0.068, 1.205], [0.317, 0.124, -0.711], [-0.564, 1.152, -0.281], [-0.828, 1.849, -0.866]]
}


[7]
{
  "formula": "C26H73Cl3F3KO35P8S",
  "method": "ωB97M-V/def2-TZVPD",
  "e_homo_ev": -7.939,
  "lumo_energy_ev": -1.8,
  "gap_ev": 6.09,
  "charge": 0,
  "elements": ["K", "C", "F", "F", "F", "S", "O", "O", "O", "C", "O", "P", "O", "O", "C", "O", "C", "H", "H", "H", "H", "H", "H", "H", "H", "H", "C", "O", "P", "O", "O", "C", "O", "C", "H", "H", "H", "H", "H", "H", "H", "H", "H", "C", "O", "P", "O", "O", "C", "O", "C", "H", "H", "H", "H", "H", "H", "H", "H", "H", "C", "O", "P", "O", "O", "C", "O", "C", "H", "H", "H", "H", "H", "H", "H", "H", "H", "C", "O", "P", "O", "O", "C", "O", "C", "H", "H", "H", "H", "H", "H", "H", "H", "H", "C", "O", "P", "O", "O", "C", "O", "C", "H", "H", "H", "H", "H", "H", "H", "H", "H", "C", "O", "P", "O", "O", "C", "O", "C", "H", "H", "H", "H", "H", "H", "H", "H", "H", "C", "O", "P", "O", "O", "C", "O", "C", "H", "H", "H", "H", "H", "H", "H", "H", "H", "C", "Cl", "Cl", "Cl", "H"],
  "coordinates": [[-1.792, -5.494, -6.949], [-1.885, 0.529, -2.592], [-1.970, 1.304, -1.447], [-2.843, 0.933, -3.491], [-0.623, 0.716, -3.031], [-2.131, -1.334, -2.153], [-2.095, -2.029, -3.421], [-1.061, -1.650, -1.249], [-3.492, -1.297, -1.500], [-6.029, 6.639, -1.501], [-6.407, 7.376, -2.647], [-6.846, 8.961, -2.576], [-6.162, 9.759, -1.527], [-6.501, 9.402, -4.112], [-6.765, 8.482, -5.198], [-8.434, 8.880, -2.511], [-9.202, 9.294, -1.314], [-6.826, 5.967, -1.182], [-5.833, 7.318, -0.671], [-5.097, 6.082, -1.594], [-7.325, 7.582, -4.943], [-5.855, 8.166, -5.707], [-7.460, 8.919, -5.915], [-9.816, 10.153, -1.586], [-8.472, 9.558, -0.550], [-9.937, 8.535, -1.047], [2.333, -0.832, -7.623], [3.595, -1.360, -7.447], [3.840, -2.792, -6.733], [2.877, -3.796, -7.133], [3.640, -2.439, -5.152], [4.625, -1.609, -4.548], [5.410, -3.108, -6.869], [6.104, -2.774, -8.055], [2.195, -0.644, -8.688], [2.109, 0.100, -7.104], [1.561, -1.545, -7.332], [5.054, -2.035, -3.641], [4.205, -0.662, -4.208], [5.430, -1.264, -5.196], [6.515, -3.681, -8.499], [6.872, -2.018, -7.893], [5.454, -2.367, -8.830], [3.666, -3.289, 2.007], [4.727, -3.221, 2.993], [6.230, -3.782, 2.729], [6.957, -2.959, 1.711], [6.846, -3.919, 4.230], [7.983, -3.208, 4.676], [5.969, -5.341, 2.257], [5.240, -6.255, 3.099], [2.893, -3.959, 2.384], [4.038, -3.645, 1.047], [3.246, -2.291, 1.873], [8.782, -3.887, 4.973], [7.622, -2.611, 5.514], [8.362, -2.533, 3.908], [4.730, -5.802, 3.949], [5.885, -7.071, 3.427], [4.562, -6.707, 2.375], [0.300, -7.584, -1.890], [-0.563, -8.729, -1.578], [-1.765, -9.189, -2.581], [-2.399, -8.099, -3.387], [-1.054, -10.370, -3.474], [-1.784, -11.147, -4.421], [-2.701, -10.096, -1.586], [-3.595, -9.454, -0.708], [-0.215, -6.672, -2.194], [1.095, -7.732, -2.621], [0.836, -7.209, -1.018], [-2.783, -10.741, -4.583], [-1.756, -12.178, -4.067], [-1.229, -11.220, -5.356], [-3.208, -9.715, 0.277], [-4.637, -9.763, -0.793], [-3.528, -8.394, -0.954], [-12.583, 3.332, -7.153], [-11.771, 2.363, -6.515], [-10.218, 2.624, -6.347], [-9.757, 4.007, -6.142], [-9.785, 1.695, -5.097], [-8.595, 1.831, -4.421], [-9.428, 1.895, -7.544], [-9.542, 2.404, -8.923], [-13.191, 3.986, -6.527], [-13.255, 2.808, -7.833], [-12.103, 4.129, -7.721], [-8.003, 2.692, -4.731], [-8.077, 0.899, -4.649], [-8.692, 1.903, -3.338], [-9.850, 1.592, -9.581], [-8.570, 2.790, -9.229], [-10.297, 3.179, -9.059], [-7.335, -5.058, -4.319], [-8.067, -6.048, -5.060], [-7.862, -6.203, -6.636], [-6.531, -5.604, -7.068], [-8.196, -7.798, -6.944], [-7.156, -8.770, -6.828], [-9.213, -5.437, -7.232], [-9.468, -4.027, -6.899], [-6.674, -5.528, -3.591], [-8.013, -4.397, -3.779], [-6.763, -4.402, -4.976], [-7.317, -9.730, -6.338], [-6.316, -8.306, -6.311], [-6.853, -8.995, -7.851], [-9.155, -3.431, -7.756], [-8.861, -3.662, -6.071], [-10.516, -3.876, -6.639], [3.505, 3.879, 0.485], [4.776, 3.711, 1.052], [5.195, 4.612, 2.336], [4.290, 4.607, 3.504], [6.702, 4.229, 2.632], [6.936, 2.969, 3.244], [5.324, 6.133, 1.720], [5.466, 7.206, 2.689], [3.596, 4.119, -0.574], [2.927, 4.615, 1.045], [3.123, 2.867, 0.612], [6.199, 2.683, 3.994], [7.971, 2.983, 3.585], [6.892, 2.157, 2.517], [6.513, 7.510, 2.699], [5.314, 6.973, 3.742], [4.860, 8.049, 2.356], [-3.813, 0.964, -12.267], [-4.275, 1.566, -11.057], [-3.224, 2.012, -9.890], [-2.014, 2.685, -10.464], [-4.122, 3.077, -9.051], [-3.605, 3.683, -7.867], [-3.043, 0.680, -8.989], [-4.173, 0.002, -8.563], [-2.764, 0.672, -12.230], [-4.110, 1.500, -13.169], [-4.369, 0.033, -12.374], [-4.409, 3.873, -7.156], [-3.203, 4.664, -8.119], [-2.823, 3.087, -7.397], [-4.320, -0.834, -9.246], [-5.009, 0.674, -8.370], [-4.023, -0.358, -7.545], [-5.929, -3.692, 2.458], [-6.856, -5.057, 1.826], [-4.187, -4.016, 2.600], [-6.636, -3.218, 4.028], [-6.054, -2.860, 1.766]]
}


no.,M (g mol⁻¹)
1,545.97
2,355.43
3,904.11
4,926.43
5,105.12
6,146.02
7,1428.14